Record 1
Entry from OMol25: a molecular structure, C19H28F9N2O4P3Ti (the ωB97M-V functional and the def2-TZVPD basis).

Computed properties:
- Maximum force: 1.0 eV Å⁻¹
- Expectation value of S²: 3.78
- Frontier orbital gap (spin up / spin down): 0.2188 / 0.2602 Eh
- Energy above the lowest of the compared OMol25 structures with the same formula, charge and spin: 75.38 kcal/mol
- HOMO level (spin up / spin down): -3.5 / -5.8 eV
- Multiplicity: 4
- Energy: -3923.79892 hartree
- Total charge: -1
- LUMO level (spin up / spin down): 2.42 / 1.28 eV
- M: 660.2 g/mol

Atoms and positions in Å:
C 0.686 -1.757 -3.943
C 3.526 1.016 -0.129
C -4.127 -1.458 1.798
C 5.602 1.715 -1.135
H -0.312 -2.006 -4.316
H 6.209 1.858 -2.021
H 0.943 -0.777 -4.336
C -2.425 0.511 2.767
H -2.671 3.039 0.763
H -1.814 -3.246 2.676
H -4.626 -0.792 1.094
F -3.904 -1.774 -1.429
C 0.715 -1.768 -2.452
H 5.707 2.115 2.227
F -2.682 -3.237 -0.406
H -1.111 1.970 3.709
C 6.106 2.048 0.117
H -3.138 1.154 2.248
H 1.386 -2.501 -4.334
H 1.507 3.558 1.459
F -3.424 1.352 -3.612
O -2.681 0.525 -0.276
C -1.797 3.469 1.248
C 4.321 1.197 -1.257
H -2.833 0.295 3.759
F -1.735 -0.002 -2.779
C 0.831 3.173 2.222
F -1.609 2.318 -2.662
Ti -1.181 -0.590 -0.743
H 1.519 -3.533 1.467
H -1.409 4.256 0.599
H -0.267 0.527 3.142
H -0.705 -2.046 3.318
P -2.347 -1.066 1.819
O 1.406 0.482 0.794
F -1.964 2.533 -4.948
N 1.881 -0.128 -1.409
C 0.955 -3.976 0.640
H 7.110 2.445 0.210
C -1.755 -2.237 3.087
H 0.068 -4.452 1.072
H -2.348 -2.187 4.005
H -4.566 -1.343 2.793
F -2.073 0.226 -5.044
C -1.073 1.227 2.903
H 0.396 4.007 2.779
P -0.522 2.202 1.470
C 5.319 1.863 1.247
P -1.853 1.329 -3.901
H -2.068 3.902 2.215
H 1.401 2.529 2.890
O -1.364 1.141 -0.030
O -0.157 -1.932 0.163
C 0.564 -2.923 -0.334
C 4.033 1.351 1.120
C 2.122 0.450 -0.228
C 0.883 -2.908 -1.680
C -2.604 -2.170 -1.292
N 0.663 -0.508 -1.745
H -4.273 -2.480 1.449
H 1.215 -3.823 -2.162
H 1.573 -4.738 0.166
H 3.409 1.188 1.987
H 3.919 0.924 -2.223
F -2.289 -2.760 -2.482
F -0.267 1.221 -4.112



Record 2
Entry from OMol25: a molecular structure, C19H28FMgN2O5Sb2 (the ωB97M-V functional and the def2-TZVPD basis).

Computed properties:
- Maximum force: 0.2 eV Å⁻¹
- Frontier orbital gap: 0.3196 Eh
- Energy above the lowest of the compared OMol25 structures with the same formula, charge and spin: 3.31 kcal/mol
- HOMO level: -11.4 eV
- Energy: -2006.87693 hartree
- Total charge: +1
- LUMO level: -2.68 eV
- M: 651.3 g/mol

Atoms and positions in Å:
C -4.163 1.767 1.973
C 1.415 -2.568 0.469
H 2.122 -0.556 3.104
H 1.093 2.591 3.272
O -1.245 3.280 -1.053
H 4.645 0.872 1.706
H -2.590 -1.177 -3.020
N -4.176 2.175 0.647
H 0.806 3.359 -2.797
H 2.778 2.107 3.566
H 5.106 -3.549 1.179
C 2.010 -3.661 -0.165
H -4.646 1.763 -1.360
C -5.248 0.189 -0.090
C -3.271 3.240 0.274
H -2.270 -2.738 -2.237
C -5.317 -0.335 1.277
F -5.760 -0.570 -1.060
H 0.567 -0.693 2.300
H 0.749 -1.717 -3.994
N -4.802 0.566 2.206
H 4.495 1.930 0.292
C -4.695 1.371 -0.353
H 3.123 2.836 -3.023
H -3.704 3.879 -0.493
H -3.085 3.837 1.168
H 2.635 1.156 -2.710
Sb -0.285 -1.051 -1.596
H 2.418 3.513 2.541
O 1.141 2.521 -2.455
H 0.428 -3.194 -3.067
H 4.296 0.173 0.114
C 2.086 2.518 2.833
H 1.411 -4.260 -0.841
H -2.937 -1.387 -1.296
H 3.754 -4.873 -0.433
H 2.116 1.956 -4.208
C 0.828 -2.182 -3.012
H 4.084 -1.643 2.340
H -4.818 0.269 3.173
H 1.874 -2.227 -2.717
C 2.179 -1.820 1.377
C 4.081 -3.276 0.967
C 1.641 -0.640 2.130
H -0.559 -3.199 -0.063
C 4.118 1.026 0.766
O -3.639 2.410 2.853
Sb 2.036 1.233 1.141
C 3.503 -2.199 1.612
O -5.758 -1.410 1.592
C -0.024 -2.274 0.157
C -2.257 -1.658 -2.103
C -1.942 2.683 -0.181
C 3.326 -4.015 0.067
C 2.330 2.102 -3.152
H -0.553 -1.781 0.971
O -1.531 1.599 0.326
Mg 0.081 1.730 -0.914



Record 3
Entry from OMol25: a single C19H28N2O2 molecule in a non-equilibrium geometry (the ωB97M-V functional and the def2-TZVPD basis).

Computed properties:
- Maximum force: 18.6 eV Å⁻¹
- SMILES: COc1ccc(/C=C/C(=O)NCCCN2CCCCCC2)cc1
- Frontier orbital gap: 0.2619 Eh
- Energy above the lowest of the compared OMol25 structures with the same formula, charge and spin: 456.02 kcal/mol
- HOMO level: -7.3 eV
- Energy: -1000.12232 hartree
- LUMO level: -0.15 eV
- M: 316.4 g/mol

Atoms and positions in Å:
H 4.070 3.572 -1.030
C -4.276 1.398 -0.555
C 1.915 -2.541 -0.532
O -7.609 0.912 0.143
C -1.529 -1.372 -0.522
H 4.732 -0.574 -1.704
C -4.610 -1.047 0.028
C 3.347 2.719 0.696
C -5.886 -0.942 -0.008
H 3.096 0.289 -1.447
H 5.042 0.935 1.654
N 4.475 -0.295 0.392
C -3.784 -0.028 -0.148
H 2.201 1.107 0.634
H 2.663 3.506 0.537
C -8.627 -0.212 0.546
H -6.511 -1.521 0.264
C 3.746 2.759 -0.938
C 3.029 1.416 1.331
C -6.398 0.481 -0.001
H 2.505 -2.930 1.520
H 5.522 1.773 -0.546
C -5.656 1.609 -0.362
H 4.361 3.339 1.124
H 4.573 -2.157 1.483
N 0.443 -2.405 -0.390
O 0.512 -0.170 -1.064
C -2.374 0.033 -0.603
H 2.161 -1.729 -1.463
C 4.113 0.148 -0.816
H 3.935 -0.218 2.325
C 2.749 -2.032 0.646
C 4.025 -1.702 0.703
H 2.757 2.405 -1.405
H 5.079 1.516 -2.122
H -4.030 -2.107 0.111
H -8.830 -0.899 -0.283
H -9.500 0.256 0.526
H -5.996 2.522 -0.366
C 4.739 1.321 -1.229
H 2.568 1.671 2.124
H 2.156 -3.644 -0.899
H 0.038 -3.307 -0.069
H -8.419 -0.646 1.368
H -1.636 0.729 -0.700
H 4.417 -2.299 -0.049
H -3.670 2.414 -0.640
H 2.090 -1.283 1.056
C -0.075 -1.074 -0.600
C 4.195 0.515 1.468
H -1.837 -2.211 -0.185



Record 4
Entry from OMol25: a single C19H28N2O5S molecule in a non-equilibrium geometry (the ωB97M-V functional and the def2-TZVPD basis).

Computed properties:
- Maximum force: 1.1 eV Å⁻¹
- SMILES: CCOc1ccc(S(=O)(=O)N2CCC(C(=O)N3CCOCC3)CC2)cc1C
- Frontier orbital gap: 0.3300 Eh
- Energy above the lowest of the compared OMol25 structures with the same formula, charge and spin: 37.39 kcal/mol
- HOMO level: -8.5 eV
- Energy: -1624.69322 hartree
- LUMO level: 0.51 eV
- M: 396.5 g/mol

Atoms and positions in Å:
H 1.728 1.077 -2.845
H -1.907 2.852 -1.575
C 3.240 1.669 -0.624
C -0.150 1.897 -2.292
C -2.816 -0.235 -2.434
H -3.529 -0.393 -0.413
C 1.978 3.691 3.451
H 1.673 -2.274 3.915
H 0.200 -0.682 -2.196
H -3.298 0.717 -2.658
H 0.519 -4.312 0.698
H -2.413 -2.377 -0.099
H 2.340 2.706 3.733
O 1.723 2.993 1.202
N 0.045 -2.308 0.946
C 1.184 1.602 -2.075
O 0.010 0.892 -4.713
C 1.055 2.681 0.065
H -0.418 -3.013 -1.639
O 0.453 -3.762 3.333
H 3.316 1.059 0.274
O -2.091 2.026 -4.082
H 2.038 -2.577 1.485
H -1.523 -3.471 2.822
S -0.973 1.203 -3.717
C -1.764 -1.653 -0.600
H -1.192 -3.930 0.410
H -2.000 0.479 -0.582
C 1.805 1.988 -0.903
H 1.474 4.142 4.301
H 0.159 2.945 2.548
H -0.851 3.565 0.537
H 1.372 -0.938 1.749
H 2.829 4.306 3.174
H -0.123 -1.635 -3.659
H -0.843 -5.112 2.607
O -0.238 -0.138 0.491
H -3.473 -1.036 -2.793
H -1.983 -2.797 -2.428
C -0.582 -1.202 -2.765
C -0.273 3.012 -0.186
C -1.191 -2.283 -1.882
C -0.604 -1.289 0.333
N -1.595 -0.261 -3.204
C 0.814 -2.400 3.255
C -0.641 -4.045 2.497
C 1.166 -2.006 1.820
H 3.798 2.586 -0.442
C 1.015 3.577 2.279
H 0.647 4.572 1.995
H 3.686 1.138 -1.460
C -0.877 2.610 -1.365
C -2.571 -0.383 -0.934
H -0.016 -1.771 3.612
C -0.330 -3.702 1.031



Record 5
Entry from OMol25: a single C19H28N2O6S molecule in a non-equilibrium geometry (the ωB97M-V functional and the def2-TZVPD basis).

Computed properties:
- Maximum force: 1.1 eV Å⁻¹
- SMILES: COc1ccc(OC)c(S(=O)(=O)N2CCC(C(=O)NC[C@@H]3CCCO3)CC2)c1
- Frontier orbital gap: 0.3243 Eh
- Energy above the lowest of the compared OMol25 structures with the same formula, charge and spin: 60.42 kcal/mol
- HOMO level: -8.3 eV
- Energy: -1699.91609 hartree
- LUMO level: 0.52 eV
- M: 412.5 g/mol

Atoms and positions in Å:
H -3.127 -2.428 -3.318
C 1.260 1.497 3.876
C 1.095 -2.466 -3.567
C 2.355 1.481 1.711
C -3.314 -0.680 -1.503
C -2.164 -2.393 -2.804
H 0.335 1.648 4.407
H -1.855 -3.404 -2.520
C 3.597 1.003 3.718
H -1.484 -1.471 -1.076
O 2.613 0.997 5.844
H 3.727 0.496 -0.409
N -0.483 0.857 0.608
H 2.074 -2.019 -3.390
H 4.524 0.753 4.209
C 3.553 1.153 2.347
C -3.202 0.312 -0.349
C 0.723 -2.576 -5.044
C 1.225 1.648 2.505
C 1.489 1.188 6.674
H 4.081 2.240 -0.232
H -0.310 2.157 -0.950
C -1.104 -1.757 -3.715
O 0.124 -1.610 -3.000
H -4.230 0.660 -0.195
H 1.843 1.018 7.689
H 1.065 -1.690 -5.579
O -4.252 -0.641 -2.275
C -0.803 -2.598 -4.966
C -1.158 -0.312 1.117
H -1.439 -0.745 -3.977
H -3.120 -1.210 1.192
H 2.932 1.683 -1.474
H -2.579 2.365 -0.139
O -0.166 3.339 1.026
H -2.654 1.807 -1.819
N -2.328 -1.600 -1.611
H -0.893 -0.390 2.174
H 4.460 1.017 1.779
C -0.869 1.248 -0.730
H 0.693 0.474 6.442
H 1.097 2.206 6.590
C 3.305 1.505 -0.467
S -0.320 2.096 1.720
H -0.743 -1.191 0.610
H -3.022 0.461 1.769
C -2.686 -0.229 0.992
H 1.060 -3.455 -3.086
C -2.369 1.524 -0.804
O 2.186 1.645 0.378
H 1.140 -3.462 -5.515
H -0.555 0.464 -1.426
C 2.457 1.170 4.506
H -1.162 -3.618 -4.820
H -1.278 -2.187 -5.853
O -1.344 2.019 2.731



Record 6
Entry from OMol25: 2 unconnected molecules or ions with the total composition C19H28N4O2S in a non-equilibrium geometry (the ωB97M-V functional and the def2-TZVPD basis).

Computed properties:
- Maximum force: 1.5 eV Å⁻¹
- SMILES: C(#C[C@@H]1CCCN1)c1cccnc1.CNC(=O)[C@H](CCSC)NC(C)=O
- Frontier orbital gap: 0.3266 Eh
- Energy above the lowest of the compared OMol25 structures with the same formula, charge and spin: 70.20 kcal/mol
- HOMO level: -8.5 eV
- Energy: -1508.46130 hartree
- LUMO level: 0.36 eV
- M: 376.5 g/mol

Atoms and positions in Å:
H 2.640 -3.437 1.571
O 2.670 3.746 -3.181
C 1.537 -1.598 1.838
C 3.593 -1.736 0.625
H 0.694 0.379 1.916
H 1.017 -0.239 -2.504
H -2.568 -0.828 -0.300
H -2.219 -2.571 -0.205
H -1.247 4.647 -4.749
C 3.502 -0.364 0.375
C 2.811 3.095 -2.154
N 2.479 0.384 0.819
H 0.829 1.949 -3.502
H -2.215 -4.244 2.307
H -3.574 -2.423 1.753
H -1.093 0.209 -3.739
H 0.408 4.111 -4.413
H 4.439 -2.296 0.242
C 0.675 1.885 -2.426
H -2.594 -0.730 2.982
H 4.531 4.220 -1.599
C -2.639 -3.767 3.196
N -0.987 3.702 -2.892
H 2.115 1.709 -0.866
H 4.286 0.113 -0.204
C 4.019 3.315 -1.275
C -0.427 -2.644 3.266
H -1.197 -3.819 4.832
H -3.998 -0.880 4.061
C 2.596 -2.371 1.364
C -1.105 0.055 -2.660
O -0.814 2.904 -0.836
C -0.648 3.849 -4.307
C 0.267 0.441 -2.097
C -1.563 -3.124 4.067
C 1.519 -0.223 1.549
C -0.416 2.889 -1.997
C -1.844 -1.605 -0.544
H -4.628 -2.912 3.092
H -2.816 -2.283 5.459
H 4.686 2.461 -1.367
H -0.846 2.921 -4.846
H -3.170 -4.531 3.771
C -3.604 -2.637 2.825
H 0.245 0.319 -1.015
H -1.697 4.310 -2.513
N -2.269 -1.981 4.654
H -0.901 -1.397 -0.039
C 0.487 -2.192 2.605
N 1.945 2.168 -1.753
C -3.151 -1.421 3.625
S -1.588 -1.663 -2.339
H 3.698 3.426 -0.241
H -1.869 0.704 -2.230